[1]
C18H48N3O9 as an isolated structure at a distorted geometry. Source: the Open Molecules 2025 dataset; level of theory: ωB97M-V/def2-TZVPD.

Structure (ORCA input):
```
! RIJCOSX wB97M-V def2-TZVPD def2/J DEFGRID3
* xyz 1 1
C 2.65736 2.18426 -0.22458
C 3.28836 0.81626 0.23242
O 4.09036 0.29326 -0.42458
N 2.55836 0.06226 1.26742
H 2.62236 0.46226 2.28642
H 1.53336 -0.02774 1.02942
C 2.86936 -1.36274 1.43842
H 1.85536 2.69326 0.65642
H 2.05236 2.13326 -1.23858
H 3.49536 2.91026 -0.61758
H 2.13436 -1.76974 2.17942
H 3.80836 -1.76674 1.65142
H 2.41136 -2.01274 0.56142
C -3.31864 0.08626 1.74242
C -2.72464 1.22226 2.63042
O -3.18464 1.55326 3.64842
N -1.29764 1.67326 2.25142
H -0.75164 1.53726 2.99642
H -0.90564 1.32626 1.29642
C -1.24464 3.18326 2.33942
H -4.17864 -0.33874 2.11342
H -2.58664 -0.71074 1.38242
H -3.71164 0.50026 0.85142
H -0.24964 3.65926 2.22142
H -1.33664 3.49926 3.23342
H -1.79364 3.36126 1.52642
N -0.70864 1.09926 0.33142
O -1.76364 1.72526 0.55742
O -0.20264 0.56626 1.27942
O -0.22564 1.20026 -0.82658
C -0.98464 -4.58874 0.31742
C -0.69964 -3.46474 -0.75358
C -1.01364 -2.05974 0.06942
O 0.68736 -3.42274 -0.88258
H -2.07364 -4.80474 0.38342
H -0.65964 -4.49574 1.25642
H -0.50164 -5.62374 0.11642
H -1.31464 -3.58474 -1.71958
H -1.99164 -1.98574 0.21742
H -0.78064 -1.25574 -0.60558
H -0.52064 -2.19874 1.15242
H 0.85636 -2.66774 -1.39958
C -0.50764 5.08926 -4.21158
C -0.82364 4.07126 -3.16458
C -1.57864 2.88726 -3.73958
O 0.34736 3.35626 -2.71758
H 0.33436 4.88126 -4.86058
H -0.06164 5.99326 -3.74658
H -1.34264 5.28326 -4.90558
H -1.44764 4.28626 -2.35158
H -1.80564 2.08326 -2.88158
H -1.02864 2.26026 -4.30758
H -2.42364 3.49426 -3.88458
H 0.10236 2.65826 -2.39058
C 2.82736 -0.71774 -3.71958
C 1.41236 -0.64774 -3.47758
C 0.49636 -1.56174 -4.19558
O 1.21036 -0.74974 -2.10458
H 3.49436 0.12626 -3.32558
H 3.14936 -0.73374 -4.78858
H 3.25736 -1.57874 -3.43358
H 1.20936 0.38426 -3.70858
H -0.49464 -1.56374 -3.90358
H 1.05736 -2.60874 -4.25558
H 0.55636 -1.34474 -5.36058
H 0.81336 0.17526 -1.85958
C -1.59864 -2.55474 3.57842
C -0.48464 -1.66374 4.22842
C 0.57236 -2.53474 4.98542
O 0.08236 -0.76474 3.35442
H -2.31164 -3.04774 4.41742
H -1.16064 -3.39874 2.98042
H -2.21064 -1.71774 2.97242
H -1.06564 -1.12974 5.09442
H 0.98036 -3.15874 4.21142
H 0.12636 -3.12174 5.77042
H 1.26136 -1.76174 5.45242
H 0.86036 -0.27474 3.72442
*
```

HOMO level   -12.04 eV
ΔE to the lowest compared entry with this formula, charge and spin   292.4 kcal/mol

Löwdin atomic charge list, values in e, 2 entries: 0.007, -0.433

[2]
C18H49FINNbO6S7 as an isolated structure at a distorted geometry. Source: the Open Molecules 2025 dataset; level of theory: ωB97M-V/def2-TZVPD.

Structure (ORCA input):
```
! RIJCOSX wB97M-V def2-TZVPD def2/J DEFGRID3
* xyz -1 1
C -1.21031 -4.68027 1.89110
C -1.83562 -3.69044 2.97249
C -2.32668 -2.28734 2.38857
C -3.32626 -2.40744 1.14913
Nb -0.59179 -0.82479 2.01473
C -1.73216 0.78840 3.17979
F 0.45547 -1.47251 3.69972
I 1.47315 1.12397 1.62308
N 0.43293 -2.19448 0.70091
C 0.22740 -1.83898 -0.50500
S -0.25071 -1.37542 -2.03622
H -0.08286 -4.51815 1.85227
H -1.34562 -5.74085 2.28930
H -1.64717 -4.56613 0.85533
H -1.13307 -3.60774 3.84978
H -2.77686 -4.21181 3.36844
H -2.91882 -1.79349 3.22825
H -3.03132 -1.67528 0.32916
H -3.47183 -3.45508 0.75643
H -4.35357 -2.05243 1.49825
H -1.42919 -0.17157 0.52148
H -1.51174 1.82190 2.76971
H -2.83660 0.61268 3.01622
H -1.39455 0.68772 4.25234
C 4.05158 -2.57129 -4.46158
S 4.38057 -1.14383 -3.40835
O 5.83531 -0.81861 -3.53569
C 4.15287 -2.00798 -1.84161
H 4.17560 -2.26694 -5.50097
H 4.75477 -3.37367 -4.23224
H 3.02684 -2.91164 -4.30433
H 4.84944 -2.84557 -1.77458
H 3.12457 -2.36670 -1.76994
H 4.34794 -1.30704 -1.02998
C -1.21945 -2.54989 -5.59547
S -2.74163 -3.27646 -4.95358
O -2.37618 -4.54844 -4.26423
C -3.43420 -3.71491 -6.56257
H -0.60451 -2.23462 -4.75199
H -0.67409 -3.28856 -6.18559
H -1.45993 -1.68050 -6.20964
H -2.75133 -4.38098 -7.09277
H -3.60319 -2.80803 -7.14573
H -4.38466 -4.22314 -6.40097
C 1.71483 4.82126 2.88975
S 0.38082 5.14075 4.06069
O -0.86820 4.55750 3.49027
C 0.31456 6.92492 3.78710
H 1.90573 3.74709 2.86406
H 1.42564 5.16068 1.89397
H 2.61841 5.33930 3.21662
H 0.11221 7.13260 2.73503
H 1.26401 7.37446 4.08317
H -0.48731 7.33771 4.39935
C -7.06629 0.19499 4.68025
S -5.29996 -0.11701 4.88435
O -4.79898 -0.69870 3.60582
C -5.48128 -1.47541 6.05880
H -7.19101 0.99290 3.94833
H -7.56542 -0.70690 4.32191
H -7.49434 0.50912 5.63366
H -6.07854 -2.27383 5.61519
H -5.95965 -1.10882 6.96877
H -4.48876 -1.85562 6.29992
C 8.71262 2.36018 -0.15599
S 7.21085 2.92060 -0.98679
O 6.38620 3.64774 0.02366
C 6.49125 1.28030 -1.19800
H 9.30697 3.23555 0.10663
H 8.45399 1.81217 0.75145
H 9.28671 1.72282 -0.83034
H 6.37198 0.79853 -0.22578
H 7.13621 0.67811 -1.83900
H 5.51588 1.38988 -1.67031
C -0.22677 4.37967 -3.79364
S 0.30867 2.66365 -3.95843
O -0.23743 2.14736 -5.25199
C -0.72881 2.01336 -2.63631
H 0.27496 4.97151 -4.55965
H -1.30700 4.44793 -3.93243
H 0.05085 4.75504 -2.80764
H -1.77804 2.22909 -2.84670
H -0.43572 2.46373 -1.68613
H -0.58239 0.93410 -2.58305
*
```

HOMO level   -5.13 eV

Löwdin atomic charge list, values in e, 2 entries: -0.156, -0.303

[3]
C18H49O7V as an isolated structure at a distorted geometry. Source: the Open Molecules 2025 dataset; level of theory: ωB97M-V/def2-TZVPD.

Structure (ORCA input):
```
! RIJCOSX wB97M-V def2-TZVPD def2/J DEFGRID3
* xyz 2 5
V 1.98312 -0.86995 1.95006
O 0.51144 0.01302 0.80113
H -0.14877 0.73137 0.74966
C -1.45677 4.26092 1.57306
C -1.76569 2.79142 1.80420
C -2.32226 2.54525 3.20399
O -2.74347 2.40620 0.89565
H -1.22941 4.41949 0.51890
H -0.60766 4.71606 2.08291
H -2.34251 4.88532 1.69012
H -0.89199 2.14603 1.71352
H -2.59939 1.49240 3.25689
H -3.28933 3.04391 3.26875
H -1.63293 2.81877 4.00281
H -2.76221 1.44824 0.83599
C 0.77324 3.27844 -1.49746
C -0.23413 2.23221 -1.94074
C -0.77557 2.34187 -3.36271
O 0.35812 0.93801 -1.82009
H 0.25548 4.23650 -1.54385
H 1.68135 3.23207 -2.09853
H 1.12656 3.12971 -0.47710
H -1.08780 2.13722 -1.26967
H -1.03462 3.38131 -3.56408
H -1.71043 1.78425 -3.41926
H -0.13024 2.07491 -4.19961
H 0.35589 0.65258 -0.90351
C -2.78916 -2.48716 -0.33508
C -2.64994 -1.00783 -0.50984
C -3.85673 -0.29228 -1.03433
O -2.31082 -0.43506 0.74333
H -3.15403 -3.02247 -1.21167
H -3.47639 -2.74817 0.46972
H -1.81231 -2.88898 -0.06599
H -1.86921 -0.79659 -1.24055
H -4.24770 -0.80786 -1.91149
H -3.43697 0.58405 -1.52825
H -4.59034 -0.07508 -0.25797
H -1.35925 -0.52049 0.83722
C 1.86153 -3.45738 -3.58802
C 1.18620 -2.09608 -3.28012
C -0.29999 -2.03748 -3.68381
O 1.16418 -1.86675 -1.89901
H 2.93991 -3.39309 -3.44295
H 1.59348 -3.83689 -4.57404
H 1.51317 -4.23114 -2.90389
H 1.76024 -1.26296 -3.68569
H -0.43160 -2.47520 -4.67335
H -0.74247 -1.04148 -3.70096
H -0.91487 -2.66621 -3.03983
H 0.97080 -0.94652 -1.70569
C 1.66769 2.15654 4.70020
C 1.70901 1.96304 3.21968
C 2.25896 3.13458 2.42574
O 2.63469 0.94386 3.00481
H 1.18577 3.11463 4.89488
H 2.64137 2.27568 5.17545
H 0.99616 1.48799 5.23889
H 0.77251 1.55963 2.83454
H 3.23061 3.47585 2.78286
H 1.59241 3.97197 2.63211
H 2.28631 3.05245 1.33918
H 3.47708 1.17627 3.40227
C 0.79991 -4.90552 -0.13838
C 1.80294 -4.11969 0.74708
C 3.21102 -4.10679 0.19139
O 1.30385 -2.80724 0.80179
H -0.07696 -5.16611 0.45431
H 1.17355 -5.88321 -0.44271
H 0.47417 -4.43078 -1.06392
H 1.74390 -4.44634 1.78531
H 3.79416 -5.02471 0.26532
H 3.77838 -3.33163 0.70649
H 3.15158 -3.97851 -0.88941
H 1.06301 -2.57025 -0.09678
*
```

HOMO level (spin up / spin down)   -14.75 / -14.74 eV
ΔE to the lowest compared entry with this formula, charge and spin   25.5 kcal/mol

Löwdin atomic charge list, values in e, 2 entries: 1.293, -0.385

[4]
A 12-piece molecular cluster, C18H50N4O22 overall at a distorted geometry. Source: the Open Molecules 2025 dataset; level of theory: ωB97M-V/def2-TZVPD.

Structure (ORCA input):
```
! RIJCOSX wB97M-V def2-TZVPD def2/J DEFGRID3
* xyz 0 1
C -15.68505 8.32093 -0.29942
O -15.74034 7.49826 -1.44226
H -16.44644 8.07712 0.44878
H -14.70848 8.30793 0.17508
H -15.85149 9.39002 -0.52211
H -16.63195 7.58299 -1.78998
C -18.33558 1.68604 -1.74949
O -18.09729 0.91762 -2.92145
H -19.41005 1.81970 -1.57758
H -17.82988 1.22728 -0.90221
H -17.97905 2.71870 -1.84612
H -17.47255 1.42941 -3.45916
C -15.69867 3.22874 -4.64193
O -15.87348 1.83588 -4.37492
H -14.68462 3.57023 -4.41791
H -15.92465 3.45531 -5.68660
H -16.37964 3.77367 -3.99212
H -15.25036 1.35903 -4.93202
C -14.06250 0.56626 3.05239
O -14.36202 0.26116 4.41795
H -13.95823 -0.37427 2.50393
H -14.87929 1.14236 2.61053
H -13.12513 1.11173 3.05128
H -15.31657 0.29986 4.55395
C -12.34084 3.88058 3.81650
O -12.80336 5.22577 4.00753
H -12.51503 3.59230 2.77793
H -11.29488 3.79486 4.09827
H -12.92540 3.18221 4.42250
H -13.61834 5.19270 4.51184
C -18.00764 -2.10806 -1.44540
N -16.67724 -1.79013 -0.83835
O -15.71567 -1.76333 -1.58336
O -16.63371 -1.60652 0.35691
H -18.10695 -3.18496 -1.33639
H -17.98356 -1.76964 -2.47134
H -18.76914 -1.58218 -0.88251
C -14.36192 8.98291 4.91740
N -14.93080 8.54777 3.61062
O -15.37242 7.41788 3.53092
O -14.88702 9.33543 2.69194
H -15.19316 9.07133 5.61096
H -13.80944 9.89714 4.75921
H -13.71448 8.18149 5.26339
C -20.18414 4.72477 -0.67796
N -19.38268 5.29167 0.42347
O -18.17280 5.19362 0.30728
O -19.95991 5.75344 1.37267
H -20.58081 3.78308 -0.30141
H -19.60307 4.58771 -1.57726
H -21.04029 5.36544 -0.88172
C -10.89596 2.31092 -1.08549
N -11.28288 1.28874 -0.08213
O -11.56498 0.18116 -0.48903
O -11.31208 1.63460 1.07371
H -11.43410 3.23042 -0.87269
H -11.18735 1.95775 -2.06704
H -9.82573 2.46036 -0.98115
C -18.15681 1.38451 2.24238
O -18.87041 0.69663 3.26240
C -18.26976 0.59198 4.43027
O -17.16363 0.98114 4.69425
O -19.08961 -0.00522 5.27507
C -18.56252 -0.31125 6.54535
H -18.26285 0.85450 1.29815
H -17.08950 1.39707 2.43895
H -18.49961 2.41065 2.11815
H -18.28941 0.58965 7.09842
H -17.67863 -0.94754 6.49102
H -19.33407 -0.83141 7.10524
C -11.94305 1.78251 -4.89046
O -12.74321 0.89636 -4.10844
C -12.15161 -0.25239 -3.74337
O -11.01630 -0.54808 -3.98976
O -13.03956 -0.96930 -3.08447
C -12.57426 -2.17489 -2.48168
H -12.28284 2.78967 -4.64455
H -12.17066 1.64424 -5.95154
H -10.88086 1.65493 -4.72030
H -11.49092 -2.17974 -2.37368
H -12.80730 -3.02135 -3.13104
H -13.04921 -2.30146 -1.51675
C -15.11144 5.01481 1.59151
O -14.38187 4.08539 0.80148
C -14.99302 3.03631 0.28419
O -16.08580 2.61398 0.56124
O -14.14127 2.48055 -0.57987
C -14.50502 1.26050 -1.16302
H -14.54694 5.21128 2.49545
H -16.07536 4.56346 1.83231
H -15.29024 5.94541 1.05943
H -14.81842 1.39136 -2.20721
H -15.35958 0.72813 -0.74758
H -13.69726 0.53859 -1.21177
*
```

HOMO level   -9.20 eV

Löwdin atomic charge list, values in e, 2 entries: -0.200, -0.115